1.
{"formula": "C40H34BrFN9O5SW", "method": "ωB97M-V/def2-TZVPD", "charge": 3, "relative_energy_kcal_mol": 50.2, "e_tot_ha": -5552.001625, "homo_ha": -0.503, "species": ["W", "N", "C", "S", "N", "N", "C", "C", "C", "C", "C", "C", "C", "O", "H", "H", "H", "H", "H", "H", "H", "Br", "C", "C", "C", "C", "C", "C", "N", "N", "C", "C", "C", "C", "O", "C", "N", "C", "C", "C", "C", "H", "H", "H", "H", "H", "H", "H", "H", "H", "F", "C", "C", "C", "C", "O", "C", "C", "N", "C", "C", "C", "C", "C", "C", "N", "C", "C", "N", "C", "C", "C", "O", "O", "H", "H", "H", "H", "H", "H", "H", "H", "H", "H", "H", "H", "H", "H", "H", "H", "H", "H"], "positions_angstrom": [[2.45, 0.52, 1.72], [3.59, 2.95, 5.43], [3.47, 2.12, 4.40], [2.69, 2.75, 2.92], [3.93, 0.92, 4.47], [3.83, 0.08, 3.39], [4.58, -0.99, 3.53], [4.68, -2.07, 2.61], [5.67, -3.06, 2.75], [5.76, -4.10, 1.86], [4.83, -4.22, 0.82], [3.84, -3.27, 0.66], [3.77, -2.19, 1.53], [2.84, -1.22, 1.39], [3.25, 3.89, 5.37], [4.06, 2.63, 6.26], [5.16, -1.05, 4.45], [6.37, -2.98, 3.57], [6.54, -4.84, 1.96], [4.89, -5.05, 0.14], [3.12, -3.34, -0.15], [0.41, 9.18, 1.85], [0.98, 8.28, 0.29], [2.09, 7.43, 0.36], [2.47, 6.73, -0.76], [1.77, 6.87, -1.96], [0.71, 7.79, -2.04], [0.32, 8.48, -0.92], [2.04, 6.13, -3.09], [2.66, 5.08, -3.11], [2.96, 4.13, -2.21], [4.22, 3.53, -2.21], [4.54, 2.49, -1.35], [3.59, 2.01, -0.45], [3.74, 1.03, 0.49], [2.29, 2.56, -0.47], [1.41, 2.01, 0.43], [0.16, 2.47, 0.45], [-0.30, 3.42, -0.45], [0.58, 3.98, -1.38], [1.92, 3.59, -1.38], [2.63, 7.34, 1.28], [3.35, 6.09, -0.72], [0.20, 7.93, -2.98], [-0.51, 9.18, -0.96], [4.98, 3.93, -2.87], [5.53, 2.05, -1.37], [-0.50, 2.04, 1.20], [-1.33, 3.74, -0.43], [0.22, 4.69, -2.10], [-2.10, -1.57, -3.74], [-2.24, -1.90, -2.44], [-1.26, -1.44, -1.60], [-1.30, -1.71, -0.23], [-0.28, -1.17, 0.65], [0.68, -0.48, 0.21], [-0.45, -1.50, 2.04], [-1.47, -2.32, 2.44], [-2.39, -2.81, 1.61], [-3.44, -3.64, 2.16], [-3.45, -5.11, 1.85], [-3.10, -4.64, 3.23], [-2.36, -2.50, 0.26], [-3.34, -2.95, -0.61], [-3.34, -2.67, -1.99], [-4.35, -3.06, -2.82], [-5.39, -4.01, -2.47], [-6.77, -3.43, -2.79], [-6.80, -2.84, -4.16], [-5.61, -3.25, -4.95], [-4.35, -2.74, -4.25], [0.60, -0.97, 2.95], [1.26, -1.59, 3.74], [0.88, 0.32, 2.72], [-0.45, -0.86, -2.00], [-1.57, -2.57, 3.49], [-4.38, -3.11, 2.24], [-2.66, -5.51, 1.24], [-4.41, -5.58, 1.70], [-2.07, -4.74, 3.53], [-3.80, -4.78, 4.03], [-4.14, -3.54, -0.19], [-5.37, -4.23, -1.40], [-5.23, -4.95, -2.99], [-7.04, -2.66, -2.07], [-7.51, -4.23, -2.72], [-6.79, -1.81, -4.10], [-7.66, -3.10, -4.66], [-5.65, -2.81, -5.95], [-5.61, -4.33, -5.06], [-4.30, -1.65, -4.37], [-3.48, -3.17, -4.76]]}

=====

2.
{"formula": "C40H34CoN2O2P2", "method": "ωB97M-V/def2-TZVPD", "charge": 1, "relative_energy_kcal_mol": 21.7, "e_tot_ha": -3869.977065, "homo_ha": [-0.383, -0.383], "species": ["Co", "O", "C", "C", "C", "C", "C", "C", "C", "N", "N", "C", "O", "C", "C", "C", "C", "C", "C", "H", "H", "H", "H", "H", "H", "H", "H", "H", "H", "C", "C", "P", "C", "C", "C", "C", "C", "C", "C", "C", "C", "C", "C", "C", "P", "C", "C", "C", "C", "C", "C", "C", "C", "C", "C", "C", "C", "H", "H", "H", "H", "H", "H", "H", "H", "H", "H", "H", "H", "H", "H", "H", "H", "H", "H", "H", "H", "H", "H", "H", "H"], "positions_angstrom": [[0.38, -0.01, -0.03], [1.23, 1.62, 0.24], [0.93, 2.67, 0.93], [1.79, 3.79, 0.88], [1.48, 4.92, 1.59], [0.32, 5.00, 2.39], [-0.53, 3.93, 2.45], [-0.24, 2.74, 1.73], [-1.14, 1.65, 1.80], [-0.93, 0.48, 1.26], [-1.93, -0.46, 1.46], [-1.75, -1.43, 0.60], [-0.78, -1.41, -0.27], [-2.67, -2.59, 0.60], [-3.89, -2.53, 1.27], [-4.74, -3.63, 1.25], [-4.38, -4.78, 0.56], [-3.16, -4.84, -0.11], [-2.31, -3.74, -0.09], [2.68, 3.72, 0.27], [2.15, 5.77, 1.54], [0.10, 5.90, 2.95], [-1.42, 3.97, 3.05], [-2.08, 1.77, 2.33], [-4.15, -1.63, 1.80], [-5.69, -3.58, 1.76], [-5.05, -5.63, 0.55], [-2.88, -5.74, -0.64], [-1.36, -3.77, -0.62], [3.11, -1.38, -0.94], [3.01, -0.22, -1.94], [1.21, 0.14, -2.16], [0.74, -0.73, -3.68], [0.33, -0.05, -4.82], [0.02, -0.76, -5.97], [0.10, -2.15, -5.98], [0.48, -2.83, -4.83], [0.80, -2.13, -3.68], [1.05, 1.89, -2.58], [-0.19, 2.50, -2.36], [-0.38, 3.83, -2.67], [0.67, 4.58, -3.20], [1.90, 3.98, -3.42], [2.09, 2.64, -3.12], [2.30, -0.94, 0.64], [2.30, -2.45, 1.63], [2.56, -2.41, 3.00], [2.51, -3.58, 3.74], [2.20, -4.79, 3.13], [1.92, -4.83, 1.77], [1.96, -3.66, 1.02], [3.41, 0.20, 1.50], [2.92, 0.89, 2.61], [3.75, 1.72, 3.34], [5.07, 1.90, 2.95], [5.56, 1.22, 1.84], [4.73, 0.37, 1.12], [4.13, -1.73, -0.78], [2.54, -2.22, -1.32], [3.47, -0.51, -2.88], [3.49, 0.69, -1.57], [0.27, 1.03, -4.82], [-0.29, -0.23, -6.86], [-0.15, -2.69, -6.88], [0.53, -3.91, -4.84], [1.07, -2.67, -2.79], [-1.01, 1.92, -1.94], [-1.34, 4.30, -2.50], [0.53, 5.62, -3.43], [2.72, 4.56, -3.84], [3.05, 2.18, -3.32], [2.81, -1.48, 3.48], [2.72, -3.55, 4.80], [2.17, -5.70, 3.72], [1.67, -5.77, 1.29], [1.72, -3.71, -0.03], [1.88, 0.79, 2.90], [3.36, 2.25, 4.21], [5.72, 2.56, 3.51], [6.59, 1.36, 1.53], [5.14, -0.16, 0.27]]}